Entry 1:
The following is a DFT calculation (ωB97M-V with the def2-TZVPD basis set) of a structure of composition C16H10AuClF5.

Output
HOMO energy (alpha / beta): -3.60 / -4.48 eV
multiplicity: 3
net charge: -1
frontier orbital gap (alpha / beta): 6.781 / 5.838 eV
energy above the lowest of the compared OMol25 structures with the same formula, charge and spin: 26.7 kcal per mole
expectation value of S²: 2.02
lowest unoccupied orbital energy (alpha / beta): 0.11689 / 0.04990 Ha

Last column: natural (NBO) charge in e.
Geometry (Å):
Au1 0.39 0.62 -0.67  1.043
Cl1 -0.36 0.38 -2.88  -0.625
F1 -3.64 -3.26 0.45  -0.313
F2 1.55 -1.85 0.23  -0.343
F3 0.93 -4.38 0.31  -0.312
F4 -1.71 -5.17 0.64  -0.308
F5 -3.07 -0.70 -0.21  -0.306
C1 -1.32 0.88 2.18  -0.261
C2 -2.36 -2.89 0.29  0.247
C3 0.22 -2.13 0.10  0.310
C4 2.80 2.18 -0.85  -0.285
C5 2.22 0.44 -2.29  -0.211
C6 -2.05 -1.55 -0.01  0.307
C7 -0.72 -1.15 -0.07  -0.352
C8 -1.01 2.70 0.75  -0.280
C9 -0.29 1.54 1.32  -0.497
C10 -2.54 1.48 1.94  -0.273
C11 2.11 1.89 -2.06  -0.342
C12 2.95 -0.10 -1.19  -0.342
C13 -1.39 -3.87 0.45  0.247
C14 -2.35 2.58 1.03  -0.290
C15 3.28 0.94 -0.30  -0.243
C16 -0.07 -3.48 0.28  0.240
H1 3.33 -1.12 -1.15  0.228
H2 -0.55 3.39 0.02  0.208
H3 3.94 0.86 0.55  0.211
H4 -3.17 3.22 0.65  0.200
H5 3.05 3.16 -0.48  0.216
H6 -1.12 0.08 2.92  0.204
H7 1.75 2.59 -2.79  0.236
H8 1.99 -0.10 -3.19  0.253
H9 0.74 1.62 1.68  0.230
H10 -3.52 1.20 2.37  0.201

=====

Entry 2:
The following is a DFT calculation (ωB97M-V with the def2-TZVPD basis set) of a structure of composition C48H33BrHfN7O4SSe.

Output
HOMO energy: -10.22 eV
net charge: +1
frontier orbital gap: 6.056 eV
energy above the lowest of the compared OMol25 structures with the same formula, charge and spin: 36.0 kcal per mole
lowest unoccupied orbital energy: -0.15318 Ha

Last column: Löwdin charge in e.
Geometry (Å):
Hf1 -0.05 0.97 -0.08  1.515
Br1 1.29 -6.97 -1.51  0.797
Se1 -2.26 -0.21 -1.71  1.282
S1 -7.83 6.08 0.01  1.024
O1 -8.56 3.62 -0.65  0.039
O2 -0.38 2.04 -2.48  -0.258
O3 -1.26 -0.23 0.92  -0.289
O4 0.68 1.79 1.55  -0.135
N1 -2.69 -1.71 -2.47  -0.189
N2 1.53 -4.86 4.19  0.089
N3 -0.52 -0.59 -1.71  -0.296
N4 1.07 -3.76 4.53  0.089
N5 1.32 -0.90 0.53  0.037
N6 2.90 1.56 -0.30  0.103
N7 1.78 1.62 -0.96  -0.066
C1 0.81 1.85 -3.16  -0.236
C2 -6.28 5.22 0.09  -0.522
C3 0.23 -5.27 2.11  -0.014
C4 1.30 -2.31 2.52  -0.086
C5 0.91 1.85 -4.54  -0.003
C6 0.68 -1.41 1.63  -0.137
C7 -1.38 2.78 -3.18  -0.055
C8 1.41 -5.36 2.86  -0.280
C9 -4.05 4.95 -0.74  -0.026
C10 0.86 -2.50 -2.40  -0.010
C11 2.55 -1.31 0.29  -0.129
C12 -1.57 -3.73 -3.24  -0.002
C13 3.28 1.52 -4.37  -0.067
C14 -3.86 3.86 0.11  -0.245
C15 2.99 1.49 1.03  -0.164
C16 2.47 -6.52 1.04  -0.113
C17 -1.31 -1.41 2.99  0.028
C18 5.41 0.96 0.71  -0.024
C19 1.90 1.64 1.95  -0.278
C20 -4.89 3.49 0.99  -0.012
C21 -8.92 4.75 -0.51  -0.740
C22 -0.36 -1.81 -2.24  -0.311
C23 2.14 1.68 -5.14  -0.055
C24 -0.38 -4.37 -3.36  -0.085
C25 3.18 1.51 -2.99  -0.010
C26 1.32 -6.36 0.29  -0.665
C27 0.83 -3.75 -2.94  -0.077
C28 -5.25 5.63 -0.75  -0.085
C29 -0.68 -2.28 3.89  -0.004
C30 6.83 0.55 2.61  -0.064
C31 2.64 -2.67 2.25  0.030
C32 4.33 1.23 1.55  -0.100
C33 2.50 -6.04 2.34  -0.024
C34 0.56 -2.80 3.63  -0.244
C35 -1.59 -2.43 -2.66  -0.354
C36 3.42 1.42 3.82  0.029
C37 -1.63 2.45 -0.05  -0.149
C38 6.64 0.63 1.23  -0.056
C39 -6.09 4.17 0.98  -0.075
C40 0.19 -5.77 0.83  -0.105
C41 2.17 1.65 3.35  0.027
C42 -10.32 5.26 -0.76  -0.074
C43 5.79 0.82 3.46  -0.018
C44 1.95 1.65 -2.37  -0.176
C45 -0.67 -0.99 1.84  -0.318
C46 -2.65 3.10 0.06  -0.100
C47 4.52 1.16 2.94  -0.164
C48 3.25 -2.20 1.11  -0.004
H1 -0.34 -5.36 -3.79  0.099
H2 -2.32 -1.06 3.17  0.129
H3 4.25 1.41 -4.84  0.111
H4 -2.51 -4.17 -3.55  0.124
H5 3.60 1.42 4.88  0.130
H6 1.79 -2.04 -2.11  0.095
H7 -1.21 -2.63 4.76  0.125
H8 -0.94 3.64 -3.69  0.115
H9 7.80 0.27 3.01  0.111
H10 -10.47 5.32 -1.84  0.095
H11 -10.47 6.24 -0.32  0.064
H12 -1.91 2.15 -3.90  0.094
H13 3.19 -3.30 2.93  0.122
H14 -4.73 2.67 1.67  0.121
H15 5.28 1.02 -0.36  0.097
H16 1.76 -4.30 -3.05  0.094
H17 3.33 -7.03 0.63  0.106
H18 -0.65 -4.83 2.55  0.121
H19 0.02 1.98 -5.15  0.118
H20 -3.24 5.26 -1.40  0.115
H21 3.04 -0.90 -0.59  0.114
H22 4.06 1.40 -2.38  0.097
H23 -11.04 4.54 -0.36  0.092
H24 -0.72 -5.70 0.25  0.108
H25 3.39 -6.16 2.96  0.122
H26 -6.89 3.88 1.65  0.117
H27 -2.08 3.12 -2.42  0.060
H28 5.92 0.77 4.53  0.120
H29 1.34 1.83 4.01  0.132
H30 -5.41 6.46 -1.42  0.107
H31 2.21 1.68 -6.22  0.115
H32 4.27 -2.47 0.87  0.121
H33 7.47 0.43 0.56  0.111

=====

Entry 3:
The following is a DFT calculation (ωB97M-V with the def2-TZVPD basis set) of a structure of composition C9H15N2O2.

Output
HOMO energy: -14.91 eV
net charge: +1
frontier orbital gap: 9.905 eV
energy above the lowest of the compared OMol25 structures with the same formula, charge and spin: 133.7 kcal per mole
lowest unoccupied orbital energy: -0.18379 Ha

Last column: natural (NBO) charge in e.
Geometry (Å):
O1 -1.66 0.97 2.01  -0.253
O2 0.76 -2.39 0.21  -0.458
N1 -1.16 0.29 1.15  0.379
N2 -0.59 -0.88 1.25  -0.226
C1 1.23 0.94 -0.56  -0.647
C2 -0.08 0.53 -1.27  -0.138
C3 -0.31 -1.50 2.60  -0.231
C4 -2.05 -0.32 -1.24  -0.458
C5 -0.61 -0.92 -1.30  -0.306
C6 0.10 1.10 -2.65  -0.584
C7 1.04 -1.05 3.08  -0.647
C8 -1.36 0.91 -0.66  0.134
C9 -0.07 -1.52 0.04  0.713
H1 -2.77 -0.94 -0.66  0.260
H2 -1.08 -1.15 3.19  0.230
H3 1.13 1.20 -2.82  0.243
H4 2.23 0.32 -0.61  0.273
H5 -0.35 -1.71 -2.12  0.287
H6 1.63 1.94 -0.70  0.258
H7 1.00 0.97 0.57  0.192
H8 -1.74 1.90 -0.40  0.259
H9 1.32 -0.22 2.53  0.214
H10 -0.55 -2.65 2.47  0.256
H11 1.05 -0.77 4.15  0.252
H12 -2.55 0.04 -2.17  0.281
H13 1.96 -1.67 2.77  0.255
H14 -0.44 2.12 -2.80  0.236
H15 -0.36 0.39 -3.38  0.225

=====

| no. | DFT total energy (eV) |
| --- | --- |
| 1 | -46552.506 |
| 2 | -216457.462 |
| 3 | -16639.383 |